(1)
Here is a cluster of 13 separate species, C13H52O13 in total from the Open Molecules 2025 dataset. Energies are from ωB97M-V/def2-TZVPD.

Output
**Electronic energy**: -40936.2740 eV
**Strongest force on any atom**: 0.02985 Eh/bohr
**M**: 416.546 g/mol
**HOMO**: -9.652 eV
**Frontier orbital gap**: 9.675 eV

```
! wB97M-V def2-TZVPD RIJCOSX def2/J DEFGRID3
* xyz 0 1
C -1.8963 -1.4033 4.1928
O -2.5246 -0.5878 3.1562
H -2.4064 -2.3619 4.3392
H -0.8273 -1.5699 4.0018
H -1.9624 -0.8564 5.1413
H -2.5948 -1.1230 2.3430
C 3.7814 1.3272 -0.9923
O 2.4367 1.5652 -1.4632
H 4.2060 2.2005 -0.4965
H 3.7396 0.5252 -0.2550
H 4.4037 1.0008 -1.8213
H 2.1875 2.4882 -1.4355
C -0.1066 -4.4322 0.9170
O -0.5939 -3.6180 1.9830
H -0.1115 -3.8988 -0.0360
H 0.9067 -4.7490 1.1582
H -0.7025 -5.3614 0.7964
H -1.2928 -3.0296 1.6348
C 2.6947 -1.9820 2.0353
O 3.8091 -2.3557 1.1618
H 2.3396 -0.9641 1.8354
H 1.8593 -2.6508 1.8175
H 2.9487 -2.1051 3.0925
H 4.4702 -1.6561 1.1810
C -1.2689 3.1587 -2.3310
O -2.2215 2.6559 -3.2703
H -1.6786 4.0299 -1.8001
H -0.9796 2.3928 -1.6004
H -0.3996 3.4767 -2.9016
H -3.0186 2.4147 -2.7895
C 4.0862 1.3446 -4.7667
O 2.7246 1.1687 -4.3711
H 4.1149 1.4730 -5.8511
H 4.5490 2.2467 -4.3333
H 4.7148 0.4695 -4.5242
H 2.6495 1.2613 -3.4015
C -4.1860 -3.0512 1.3671
O -3.0541 -2.3340 0.8886
H -4.1669 -3.0545 2.4573
H -5.1270 -2.5645 1.0689
H -4.1962 -4.0853 1.0089
H -2.8997 -2.5873 -0.0608
C 2.6297 -2.0938 -2.4961
O 3.7650 -2.3218 -1.7342
H 2.7660 -2.5540 -3.4712
H 1.7521 -2.4840 -1.9914
H 2.5107 -1.0231 -2.6562
H 3.4755 -2.5218 -0.8257
C -1.1742 4.4234 0.9123
O -1.2126 4.4468 2.3717
H -0.1511 4.5385 0.5054
H -1.5431 3.4607 0.5822
H -1.8040 5.2286 0.5104
H -0.7206 5.2085 2.6959
C -0.0776 -0.1883 0.6601
O 0.5202 -0.4415 -0.6018
H 0.1314 0.8282 1.0313
H -1.1642 -0.2968 0.5741
H 0.2689 -0.8807 1.4414
H 1.2344 0.1990 -0.8153
C -4.6819 0.5492 0.9231
O -5.3587 1.3047 -0.0560
H -4.0826 1.1606 1.6078
H -5.3610 -0.0313 1.5748
H -4.0390 -0.1599 0.4141
H -5.9488 1.9188 0.3902
C 2.2528 3.9151 2.3033
O 3.2414 4.2049 1.2702
H 1.7028 2.9727 2.1295
H 2.7514 3.8079 3.2644
H 1.4931 4.7067 2.4068
H 2.8038 4.1714 0.4179
C -1.5952 -2.1602 -2.0889
O -2.5320 -3.1391 -1.7232
H -1.6322 -1.9148 -3.1564
H -1.8538 -1.2434 -1.5624
H -0.5750 -2.4268 -1.8275
H -2.1979 -3.9819 -2.0570
*
```

***

(2)
Here is a cluster of 2 separate species, C6H14N2O2 in total from the Open Molecules 2025 dataset. Energies are from ωB97M-V/def2-TZVPD.

Output
**Electronic energy**: -13523.3498 eV
**Strongest force on any atom**: 0.10361 Eh/bohr
**M**: 146.190 g/mol
**HOMO**: -9.722 eV
**Frontier orbital gap**: 10.229 eV

```
! wB97M-V def2-TZVPD RIJCOSX def2/J DEFGRID3
* xyz 0 1
C 2.5888 1.7063 -0.7076
C 0.3229 1.5396 2.3382
C 2.0618 1.9206 0.6311
O 2.7079 2.3778 1.5666
N 0.7608 1.4267 0.8935
H 2.6176 2.5529 -1.4783
H 0.2029 1.1616 0.1569
H 1.0416 2.1513 2.9978
H 3.6446 1.3913 -0.8149
H 2.0097 0.7938 -1.0946
H -0.5216 2.1972 2.2533
H 0.2120 0.4488 2.7233
C -0.0261 -2.9040 -0.7498
C -2.9198 -0.3683 -0.7888
C -1.9768 -1.4112 -1.2300
O -2.1690 -2.1325 -2.2173
N -0.8546 -1.6881 -0.4624
H -0.5031 -1.3880 0.4273
H 0.2577 -3.2548 0.2183
H -0.6199 -3.6498 -1.3935
H -3.7014 -0.7634 -0.1008
H 0.7795 -2.5993 -1.3576
H -2.4629 0.5053 -0.1529
H -3.4528 -0.0138 -1.6577
*
```

***

(3)
Here is a structure of composition C20H41HoN2OP3 from the Open Molecules 2025 dataset. Energies are from ωB97M-V/def2-TZVPD.

Output
**⟨S²⟩**: 6.20
**Electronic energy**: -80069.4842 eV
**Strongest force on any atom**: 0.06375 Eh/bohr
**M**: 583.413 g/mol
**HOMO (spin up / spin down)**: -17.001 / -14.829 eV
**Frontier orbital gap (spin up / spin down)**: 8.552 / 3.111 eV

```
! wB97M-V def2-TZVPD RIJCOSX def2/J DEFGRID3
* xyz 3 5
Ho -0.1004 -0.1578 1.3153
P 2.0282 0.8352 2.7358
P -0.8165 2.1098 -0.1291
P 1.8221 -0.6589 -0.5952
H -1.6629 -2.7724 1.3614
C -0.5814 -2.7373 1.1377
C 0.3525 -2.5680 2.1589
H 0.0278 -2.4487 3.2060
C 1.8600 1.2969 4.4913
C 2.8098 2.4017 2.1951
C 3.5921 -0.1109 2.8957
C -2.1680 1.6626 -1.2998
C -1.6808 3.4466 0.7860
C 0.2459 3.0956 -1.2414
C 2.7594 -2.2253 -0.5169
C 3.1698 0.4844 -1.0282
C 1.0137 -0.8424 -2.2479
H -0.3634 -3.2473 0.1887
H 1.4018 -2.8773 2.0898
H 1.4220 0.4766 5.0655
H 1.2313 2.1852 4.5978
H 2.8668 1.5136 4.8679
H 2.0787 3.2148 2.2296
H 3.2240 2.3201 1.1861
H 3.6104 2.5896 2.9211
H 3.4119 -1.0755 3.3846
H 4.2221 0.5196 3.5377
H 4.0773 -0.2689 1.9243
H -2.5115 2.6070 -1.7509
H -2.9879 1.1953 -0.7314
H -1.8180 0.9680 -2.0817
H -2.0646 4.1746 0.0567
H -0.9659 3.9308 1.4653
H -2.5061 3.0037 1.3618
H -0.3717 3.9196 -1.6171
H 0.5995 2.4660 -2.0659
H 1.0924 3.4867 -0.6646
H 3.2479 -2.3738 -1.4871
H 2.0913 -3.0644 -0.3036
H 3.5137 -2.1659 0.2738
H 3.6351 0.0813 -1.9333
H 3.9132 0.5362 -0.2295
H 2.7810 1.4859 -1.2277
H 1.8010 -1.2243 -2.9159
H 0.6249 0.1159 -2.6279
H 0.1819 -1.5619 -2.2067
C -2.0673 -1.0857 -4.7860
C -3.1126 -1.2224 -5.7379
C -3.4377 -2.5297 -6.1386
C -2.6733 -3.6099 -5.6589
C -1.4679 -3.3910 -4.9716
C -1.0860 -2.0772 -4.6615
O -2.0282 -0.1155 -3.8002
H -2.7165 0.5512 -3.9947
H -3.6219 -0.3475 -6.1716
H -4.2864 -2.7104 -6.8166
H -2.9868 -4.6322 -5.8565
H -0.8149 -4.2215 -4.6698
H -0.0944 -1.8399 -4.2735
N -2.1851 -0.7264 3.8284
C -2.7749 -0.1912 4.8949
C -2.4263 1.1478 4.9428
C -1.5815 1.3799 3.8541
N -1.4300 0.1910 3.1672
H -2.1593 -1.6903 3.5432
H -3.3662 -0.7846 5.5542
H -2.7117 1.8725 5.6797
H -1.0814 2.2909 3.5410
*
```

***

(4)
Here is a structure of composition C6H22BNaO6 from the Open Molecules 2025 dataset. Energies are from ωB97M-V/def2-TZVPD.

Output
**Electronic energy**: -23953.5073 eV
**Strongest force on any atom**: 0.08992 Eh/bohr
**M**: 224.038 g/mol
**HOMO**: -8.302 eV
**Frontier orbital gap**: 8.194 eV

```
! wB97M-V def2-TZVPD RIJCOSX def2/J DEFGRID3
* xyz 0 1
Na -0.2660 -0.5268 -1.1272
B 1.3225 -2.0125 -2.3687
H 1.7746 -1.6582 -1.4554
H 1.1448 -1.2699 -3.1310
H 1.9925 -2.7663 -2.7524
H 0.3950 -2.5181 -2.1487
C -0.0039 -3.9541 2.3077
C -0.3452 -3.2822 0.9342
O -0.2717 -1.8899 0.9509
O -0.9308 -3.4747 3.2723
H 1.0232 -3.7412 2.6041
H -0.1315 -5.0360 2.2731
H -1.3040 -3.6729 0.5936
H 0.3765 -3.6615 0.2107
H -0.9028 -1.5930 1.6107
H -1.4927 -4.1899 3.5795
C 1.0345 3.2307 1.9737
C 1.6583 2.3065 0.8960
O 0.8608 1.1320 0.8634
O 1.3463 2.7945 3.2978
H -0.0545 3.2318 1.9265
H 1.3953 4.2546 1.8752
H 2.7015 2.0637 1.0979
H 1.5307 2.8445 -0.0434
H 1.2507 0.5368 1.5079
H 2.1105 3.3054 3.5746
C -1.1817 2.5647 -2.3684
C -2.3576 1.6074 -2.4778
O -2.5346 0.7637 -1.3269
O -0.0229 1.6785 -2.5738
H -1.0239 3.1121 -1.4392
H -1.2169 3.2979 -3.1742
H -2.3703 0.9264 -3.3289
H -3.3111 2.1294 -2.5587
H -2.9703 1.2714 -0.6383
H 0.7744 2.1954 -2.4369
*
```

***

(5)
Here is a structure of composition C32H29GeN4O3S5Sr from the Open Molecules 2025 dataset. Energies are from ωB97M-V/def2-TZVPD.

Output
**Electronic energy**: -157291.8904 eV
**Strongest force on any atom**: 0.00831 Eh/bohr
**M**: 838.174 g/mol
**HOMO**: -3.610 eV
**Frontier orbital gap**: 5.079 eV

```
! wB97M-V def2-TZVPD RIJCOSX def2/J DEFGRID3
* xyz -1 1
Sr 1.3849 1.9652 -0.5305
C 6.7101 1.7179 -0.8511
C 5.2252 1.8894 -1.0365
N 4.4065 1.8955 -0.0519
N 4.9526 1.7366 1.1908
C 4.2063 1.8997 2.3262
N 4.9343 1.6685 3.4596
S 2.6030 2.2730 2.3799
C 4.6592 2.1189 -2.3992
C 5.3554 1.7482 -3.5388
C 4.7799 1.9876 -4.7801
C 3.5426 2.5887 -4.8357
C 2.9034 2.9073 -3.6396
N 3.4492 2.6822 -2.4487
H 7.0716 2.4251 -0.1008
H 7.2523 1.9104 -1.7688
H 6.9600 0.7075 -0.5160
H 5.8936 1.3764 1.2851
H 5.9303 1.8175 3.4576
H 4.4488 1.8839 4.3141
H 6.3149 1.2578 -3.4765
H 5.2975 1.6968 -5.6851
H 3.0503 2.7867 -5.7761
H 1.9196 3.3607 -3.6221
O -4.5927 1.2971 -3.6508
C -3.4325 1.5077 -3.3763
S -2.1440 0.3210 -3.5151
C -0.7940 1.3346 -2.9750
C -1.1075 2.6084 -2.6341
S -0.0901 3.9229 -2.0483
S -2.8142 3.0531 -2.8096
S 0.7543 0.5057 -2.9810
O -1.0524 1.7985 3.0453
C -1.1137 1.6768 1.8230
O -0.1327 1.3712 1.0588
C -2.4658 1.8102 1.1380
C -2.7068 0.6673 0.1600
Ge -2.5280 -1.1371 0.9047
C -3.2197 -2.3973 -0.4287
C -2.6276 -3.6488 -0.5994
C -3.0805 -4.5235 -1.5787
C -4.1288 -4.1514 -2.4093
C -4.7236 -2.9077 -2.2562
C -4.2735 -2.0405 -1.2689
C -0.6348 -1.5681 1.1567
C -0.0746 -1.8287 2.4036
C 1.2944 -2.0357 2.5351
C 2.1152 -1.9846 1.4175
C 1.5653 -1.7302 0.1659
C 0.1997 -1.5247 0.0393
C -3.4876 -1.3840 2.5986
C -4.4648 -2.3732 2.7147
C -5.1472 -2.5674 3.9094
C -4.8573 -1.7717 5.0081
C -3.8862 -0.7848 4.9073
C -3.2021 -0.5890 3.7135
H -2.4831 2.7677 0.6024
H -3.2300 1.8489 1.9156
H -1.9560 0.7202 -0.6368
H -3.6858 0.7547 -0.3137
H -1.7922 -3.9337 0.0305
H -2.6063 -5.4892 -1.7017
H -4.4723 -4.8259 -3.1834
H -5.5215 -2.5945 -2.9165
H -4.7406 -1.0684 -1.1820
H -0.7056 -1.8454 3.2844
H 1.7201 -2.2220 3.5137
H 3.1824 -2.1401 1.5214
H 2.1953 -1.6825 -0.7152
H -0.2025 -1.2974 -0.9416
H -4.6960 -2.9961 1.8586
H -5.9047 -3.3385 3.9813
H -5.3881 -1.9197 5.9407
H -3.6582 -0.1584 5.7606
H -2.4522 0.1925 3.6579
*
```

***

Q: Which of these has the lowest electronic energy?
A: C32H29GeN4O3S5Sr

***

Q: What is the formula in the fourth record?
A: C6H22BNaO6

***

Q: Look up the electronic energy of the second one.
A: -13523.3498 eV

***

Q: Which of these has the lowest electronic energy?
A: C32H29GeN4O3S5Sr